(1)
# C14H23BrN2

A molecular structure, C14H23BrN2 in a non-equilibrium geometry (ωB97M-V/def2-TZVPD, the OMol25 dataset).

Structure (ORCA input):
```
! RIJCOSX wB97M-V def2-TZVPD def2/J DEFGRID3
* xyz 0 1
C 1.11144 -2.85862 0.43130
H 0.60210 -3.35991 1.09556
H 0.57040 -2.19945 -0.33977
H 1.62396 -3.65980 -0.25660
C 2.07313 -2.10067 0.88036
N 2.66874 -1.11111 0.16239
C 3.36317 -0.11290 0.99078
H 4.22996 0.40992 0.05854
C 2.49030 1.22073 1.12846
N 2.36010 2.17572 0.21287
C 3.43921 3.20219 -0.06833
H 3.85629 3.42894 0.73980
H 4.27371 2.28000 -0.79253
H 3.21612 3.97239 -0.61582
C 1.65691 1.71977 -1.10911
C 0.21703 1.17822 -0.57788
C -0.16667 -0.04971 -1.34508
C -1.51769 -0.41661 -1.08122
C -2.16318 0.37443 -0.27978
C -1.83329 1.41322 0.60408
C -0.57514 1.83056 0.14171
H -0.26697 2.78666 0.92351
H -2.43883 1.96244 1.27540
Br -4.08798 -0.34357 0.30363
H -1.86247 -1.04594 -1.94581
H 0.50518 -0.35577 -2.13917
H 2.26555 0.77438 -1.49516
H 1.61264 2.75182 -1.69565
H 1.48435 0.77152 1.62097
H 3.01101 1.65467 2.16656
H 3.93763 -0.27212 1.68691
C 3.47875 -1.71206 -1.04041
C 4.71785 -2.50148 -0.40752
H 5.21170 -3.05552 -1.30648
H 5.33588 -2.01634 0.18286
H 4.37950 -3.18205 0.20002
H 3.92044 -0.90049 -1.75282
H 2.83063 -2.28954 -1.23518
H 1.47330 -1.25239 1.75094
H 2.65136 -2.38720 1.72163
*
```

Calculated values
E_HOMO (eV): -7.556
Total energy (eV): -87899.3367
Lowest unoccupied orbital energy (eV): 0.4
Energy relative to the best compared isomer or geometry (same formula, charge and spin) (eV): 14.1816

=====

(2)
# C18H27Cl2IrN6S

A molecular structure, C18H27Cl2IrN6S in a non-equilibrium geometry (ωB97M-V/def2-TZVPD, the OMol25 dataset).

Structure (ORCA input):
```
! RIJCOSX wB97M-V def2-TZVPD def2/J DEFGRID3
* xyz 3 2
Ir -0.14770 0.45192 0.02768
C 4.84157 0.09598 0.14021
N 3.92240 -0.06253 -0.98752
C 4.49830 -0.02645 -2.34526
C 3.27406 -0.05391 -3.25963
N 2.16319 -0.09071 -2.30200
C 0.81586 -0.20358 -2.79643
C 2.59640 -0.08325 -1.03084
N 1.74330 -0.08678 0.03789
C 2.13128 -0.62914 1.34930
C 1.29060 0.06106 2.35970
N -0.10063 -0.14340 1.96580
C -1.11339 -0.20452 2.87582
N -2.36297 -0.58156 2.56489
C -2.85988 -1.18241 1.34253
C -3.25275 -0.54334 3.72892
C -2.31766 -0.11145 4.85408
N -1.02758 0.08432 4.17623
C 0.09997 0.51962 5.00204
H 5.84087 0.21431 -0.26887
H 4.86243 -0.78394 0.77888
H 4.61215 0.98489 0.72700
H 5.15922 -0.87836 -2.49511
H 5.09047 0.87886 -2.46985
H 3.24789 -0.93425 -3.90224
H 3.19947 0.82360 -3.90133
H 0.76158 -0.98468 -3.55663
H 0.47539 0.73344 -3.24327
H 0.13301 -0.50054 -1.98812
H 3.17118 -0.48759 1.61819
H 1.92963 -1.70375 1.34523
H 1.51752 1.13404 2.36767
H 1.52968 -0.35316 3.33572
H -2.25968 -0.89235 0.49566
H -3.88975 -0.86783 1.18093
H -2.83712 -2.27287 1.40710
H -3.69084 -1.52583 3.90454
H -4.07341 0.15327 3.55808
H -2.22776 -0.85792 5.64274
H -2.63083 0.81888 5.32622
H -0.30932 0.94420 5.91508
H 0.69542 1.28233 4.51143
H 0.73229 -0.31962 5.29325
Cl -2.14542 0.93832 -1.35388
C -2.70818 2.49660 -0.80666
C -3.92980 2.94752 -1.18536
C -4.33230 4.23874 -0.75614
C -3.49765 5.02940 0.00939
C -2.24199 4.56385 0.37396
Cl -1.19283 5.54402 1.26347
C -1.82127 3.24414 -0.01005
S -0.30898 2.68472 0.50232
H -4.57705 2.34729 -1.81200
H -5.30325 4.61031 -1.05763
H -3.80793 6.01789 0.32125
*
```

Calculated values
E_HOMO (alpha / beta) (eV): -17.465 / -17.438
Total energy (eV): -66735.9588
Lowest unoccupied orbital energy (alpha / beta) (eV): -11.0 / -12.4

=====

(3)
# C6H10N

2 unconnected molecules or ions with the total composition C6H10N in a non-equilibrium geometry (ωB97M-V/def2-TZVPD, the OMol25 dataset).

Structure (ORCA input):
```
! RIJCOSX wB97M-V def2-TZVPD def2/J DEFGRID3
* xyz 1 1
C -0.97360 -2.23786 0.20247
C -0.78847 -1.10870 -0.13572
C 1.15419 0.00592 2.04925
C 0.35161 0.77800 2.80032
C -0.23421 0.78546 -1.87693
C -0.65178 0.20485 -0.60827
N 0.31114 -0.07610 -2.89230
H -1.23112 -3.07431 0.82947
H 1.30648 -0.97960 2.23007
H 1.91344 0.49286 1.54179
H -0.31851 0.48537 3.62525
H -1.12381 1.32454 -2.35369
H 0.52869 1.53326 -1.70364
H -0.92417 0.99357 0.15638
H 0.25441 -1.10611 -2.84313
H -0.04652 0.15555 -3.82737
H 0.47225 1.82330 2.80607
*
```

Calculated values
E_HOMO (alpha / beta) (eV): -13.718 / -13.718
Total energy (eV): -7861.5599
Lowest unoccupied orbital energy (alpha / beta) (eV): -7.3 / -7.3
Energy relative to the best compared isomer or geometry (same formula, charge and spin) (eV): 4.7882

=====

(4)
# C4H4N2O

C4H4N2O in the gas phase (ωB97M-V/def2-TZVPD, the OMol25 dataset).

Structure (ORCA input):
```
! RIJCOSX wB97M-V def2-TZVPD def2/J DEFGRID3
* xyz 0 1
N 2.57552 0.28597 0.42591
C 1.55182 -0.31639 0.18052
C 0.54960 -1.21544 0.19205
N -0.81083 -1.12558 0.33492
C -1.63484 -0.15888 0.15890
C -1.31695 1.17128 -0.37599
O -0.17849 1.53712 -0.59865
H 3.24457 0.62301 -0.25795
H 0.88829 -2.25566 0.18809
H -2.68822 -0.37670 0.35580
H -2.18047 1.83128 -0.60358
*
```

Calculated values
E_HOMO (eV): -8.595
Structure (SMILES): N=C=C/N=C\C=O
Total energy (eV): -9237.6456
Lowest unoccupied orbital energy (eV): -0.5
Energy relative to the best compared isomer or geometry (same formula, charge and spin) (eV): 2.8423

=====

(5)
# C5H12S

C5H12S in the gas phase in a non-equilibrium geometry (ωB97M-V/def2-TZVPD, the OMol25 dataset).

Structure (ORCA input):
```
! RIJCOSX wB97M-V def2-TZVPD def2/J DEFGRID3
* xyz 0 1
C 1.09743 0.08740 1.64529
C 0.66117 -0.11822 0.16983
C 0.39397 -1.58916 -0.07151
C -0.42366 0.75275 -0.32448
C -0.82055 0.56919 -1.76284
S -1.92053 0.49051 0.74598
H 0.25812 -0.12168 2.27916
H 1.89060 -0.61631 1.91013
H 1.38236 1.09619 1.92836
H 1.57355 0.10163 -0.35492
H 0.22132 -1.86647 -1.12323
H -0.44185 -1.88435 0.54162
H 1.29849 -2.19097 0.17792
H -0.08057 1.80258 -0.26498
H -0.03925 0.85635 -2.47289
H -1.18709 -0.44338 -1.95899
H -1.63950 1.26726 -1.95489
H -2.22401 1.80669 0.89043
*
```

Calculated values
E_HOMO (eV): -9.006
Structure (SMILES): CC(C)[C@@H](C)S
Total energy (eV): -16214.7306
Lowest unoccupied orbital energy (eV): 0.8
Energy relative to the best compared isomer or geometry (same formula, charge and spin) (eV): 0.0451